(1)
Below is a molecular structure, C4H16N8O4Tl, with properties calculated with ωB97M-V/def2-TZVPD.

Geometry as XYZ:
```
33
Properties=species:S:1:pos:R:3:mulliken_charge:R:1
Tl -18.110 -20.100 -19.978 1.227
C -17.602 -23.126 -17.227 0.728
O -18.124 -22.234 -17.922 -0.429
N -16.258 -23.144 -17.044 -0.342
N -18.298 -24.097 -16.648 -0.330
H -15.678 -22.441 -17.473 0.204
H -15.807 -23.930 -16.600 0.214
H -19.273 -24.311 -16.779 0.238
H -17.712 -24.645 -16.035 0.192
C -20.211 -23.385 -21.280 0.686
O -19.334 -22.625 -20.838 -0.484
N -21.455 -23.390 -20.778 -0.338
N -20.101 -24.120 -22.403 -0.350
H -21.641 -22.752 -20.021 0.232
H -22.217 -23.934 -21.150 0.207
H -19.236 -24.111 -22.923 0.240
H -20.783 -24.856 -22.513 0.231
C -18.484 -17.023 -22.588 0.700
O -18.481 -18.172 -22.130 -0.454
N -17.748 -16.690 -23.615 -0.338
N -19.164 -16.010 -21.994 -0.370
H -18.032 -15.857 -24.113 0.239
H -17.246 -17.441 -24.068 0.253
H -19.669 -16.174 -21.138 0.216
H -19.201 -15.082 -22.389 0.196
C -14.961 -19.593 -22.529 0.708
O -15.717 -19.390 -21.565 -0.444
N -14.425 -18.599 -23.248 -0.370
N -14.727 -20.864 -22.936 -0.362
H -14.597 -17.634 -23.012 0.268
H -13.646 -18.785 -23.863 0.211
H -15.314 -21.580 -22.544 0.204
H -14.203 -20.940 -23.795 0.215
```

Relative energy (zero: lowest compared OMol25 entry of this formula, charge and spin) (kJ/mol): 47.7
E_tot (Ha): -1072.4453
Total charge: +3


(2)
Below is a molecular structure, C12H6BrIrO4, with properties calculated with ωB97M-V/def2-TZVPD.

Geometry as XYZ:
```
24
Properties=species:S:1:pos:R:3:mulliken_spin:R:1
Ir -0.579 -0.143 -2.306 2.461
Br 1.968 -0.520 -2.258 0.113
C 2.084 -0.542 -0.354 -0.009
C 3.315 -0.613 0.212 0.001
C 3.403 -0.639 1.624 -0.013
C 2.267 -0.604 2.378 0.015
C 0.986 -0.534 1.771 -0.031
C -0.201 -0.508 2.549 0.071
C -1.422 -0.437 1.951 -0.015
C -1.522 -0.367 0.540 0.116
C -0.412 -0.394 -0.269 0.318
C 0.869 -0.490 0.361 -0.163
H 4.207 -0.651 -0.398 -0.004
H 4.377 -0.689 2.093 -0.001
H 2.330 -0.630 3.459 0.000
H -0.117 -0.545 3.629 0.003
H -2.323 -0.422 2.551 -0.002
H -2.508 -0.295 0.095 0.029
O -4.537 0.973 -2.887 0.211
C -3.397 0.697 -2.977 0.142
O -2.621 -0.257 -3.127 0.170
C -2.228 2.343 -2.890 0.168
O -2.878 3.316 -3.013 0.224
O -1.062 1.952 -2.735 0.195
```

Spin multiplicity: 5
E_tot (Ha): -3440.0589


(3)
Below is 3 unconnected molecules or ions with the total composition C4H16NO2S, with properties calculated with ωB97M-V/def2-TZVPD.

Geometry as XYZ:
```
24
Properties=species:S:1:pos:R:3:mulliken_charge:R:1
C -0.437 -0.035 -2.342 -1.523
C 0.189 0.413 -1.031 0.131
C -0.754 1.465 -0.381 -0.700
C -0.100 2.095 0.854 -0.684
S 1.154 3.386 0.564 -0.204
N 0.427 -0.756 -0.102 -0.124
H -1.506 -0.237 -2.189 0.405
H 0.091 -0.858 -2.817 0.398
H -0.612 0.846 -2.957 0.419
H 1.170 0.857 -1.177 0.331
H -0.845 2.156 -1.213 0.417
H -1.699 1.030 -0.065 0.363
H 0.440 1.345 1.432 0.102
H -0.846 2.566 1.474 0.473
H 0.461 4.455 0.973 0.166
H -0.101 -1.607 -0.328 0.424
H 0.371 -0.462 0.872 0.326
H 1.410 -1.024 -0.135 0.368
H 1.389 -1.022 2.788 0.308
H 0.358 -2.028 3.212 0.301
O 0.642 -1.530 2.433 -0.640
H -0.595 -3.318 0.706 0.303
H -0.399 -4.330 -0.390 0.313
O -0.208 -3.408 -0.180 -0.669
```

Relative energy (zero: lowest compared OMol25 entry of this formula, charge and spin) (kJ/mol): 49.1
E_tot (Ha): -765.1846
Total charge: +1


(4)
Below is a single C3H4N2O molecule, with properties calculated with ωB97M-V/def2-TZVPD.

Geometry as XYZ:
```
10
Properties=species:S:1:pos:R:3:mulliken_charge:R:1
O -1.414 1.714 0.062 -0.559
C -0.593 0.834 0.056 0.384
C -0.760 -0.683 0.083 -0.239
N 0.644 -1.181 0.125 -0.241
C 1.534 -0.124 0.134 -0.410
N 0.796 1.002 0.058 0.016
H -1.318 -0.968 0.990 0.211
H -1.342 -1.037 -0.769 0.251
H 1.213 -1.456 -0.709 0.413
H 1.241 1.900 -0.031 0.174
```

Relative energy (zero: lowest compared OMol25 entry of this formula, charge and spin) (kJ/mol): 222.8
E_tot (Ha): -301.4024


(5)
Below is a molecular structure, C24H32BaN5O4PS4Se2Te2, with properties calculated with ωB97M-V/def2-TZVPD.

Geometry as XYZ:
```
75
Properties=species:S:1:pos:R:3:mulliken_charge:R:1
Ba -0.470 0.700 -0.884 -0.175
O -4.884 -1.218 5.603 -0.633
N -4.402 -2.188 5.053 1.045
O -4.557 -3.324 5.463 -0.676
C -3.521 -1.983 3.884 -0.676
C -2.881 -3.096 3.461 -0.522
C -1.963 -3.041 2.378 0.858
C -1.296 -4.186 1.902 -1.011
C -0.420 -4.057 0.861 -1.079
C -0.189 -2.773 0.339 -0.137
N -0.795 -1.692 0.775 1.078
C -1.712 -1.813 1.751 -0.091
C -2.466 -0.638 2.150 -0.672
N -2.282 0.468 1.407 1.108
C -2.954 1.557 1.710 -0.774
C -3.831 1.614 2.801 -1.032
C -4.042 0.499 3.563 -0.541
C -3.363 -0.697 3.240 0.731
H -3.062 -4.035 3.961 0.560
H -1.498 -5.148 2.358 0.420
H 0.096 -4.909 0.439 0.483
H 0.534 -2.623 -0.455 0.094
H -2.802 2.413 1.063 0.908
H -4.334 2.545 3.025 0.455
H -4.722 0.530 4.394 0.505
O -1.687 5.764 4.683 -0.674
C -1.379 5.039 3.759 0.600
S -0.204 3.733 3.874 -0.204
C -0.168 3.271 2.174 -0.086
C -0.947 3.990 1.337 -0.354
S -1.210 3.769 -0.372 -0.399
S -1.890 5.280 2.093 -0.183
S 0.874 1.941 1.753 -0.170
Se -2.657 -1.840 -1.638 -0.433
Te -3.964 -0.779 -3.509 -0.234
Te -2.815 1.688 -3.810 -0.037
Se -1.780 1.759 -6.088 -0.824
C 1.663 -1.837 -3.082 -1.098
N 0.755 -0.811 -3.561 1.236
C -0.232 -1.438 -4.441 -0.843
C 1.467 0.225 -4.306 -0.942
C 2.280 1.162 -3.430 -0.607
N 1.483 2.097 -2.641 1.101
C 0.845 3.111 -3.482 -0.727
C 2.334 2.763 -1.663 -0.875
H 2.204 -2.314 -3.921 0.336
H 1.086 -2.613 -2.574 0.242
H 2.384 -1.428 -2.373 0.105
H 0.272 -1.942 -5.286 0.308
H -0.901 -0.685 -4.853 0.007
H -0.819 -2.161 -3.876 0.203
H 0.726 0.782 -4.884 0.193
H 2.145 -0.243 -5.046 0.310
H 2.982 1.721 -4.077 0.326
H 2.885 0.584 -2.726 0.154
H 1.610 3.717 -4.000 0.266
H 0.248 3.769 -2.851 0.212
H 0.194 2.665 -4.232 -0.051
H 3.145 3.327 -2.160 0.293
H 2.771 2.026 -0.991 0.141
H 1.735 3.449 -1.063 0.258
C 3.985 -2.155 0.389 -1.428
P 2.925 -0.744 0.801 1.043
C 2.142 -1.203 2.351 -0.884
C 4.042 0.612 1.185 -1.258
O 2.010 -0.432 -0.342 -0.074
H 4.673 -2.386 1.203 0.403
H 4.552 -1.925 -0.514 0.355
H 3.355 -3.023 0.190 0.309
H 2.897 -1.342 3.128 0.493
H 1.580 -2.128 2.217 0.237
H 1.458 -0.398 2.636 0.088
H 4.719 0.346 1.999 0.423
H 3.428 1.466 1.481 0.211
H 4.616 0.865 0.293 0.308
```

Relative energy (zero: lowest compared OMol25 entry of this formula, charge and spin) (kJ/mol): 0.0
E_tot (Ha): -8807.2412
Total charge: -2


(6)
Below is 2 unconnected molecules or ions with the total composition C4H7NO, with properties calculated with ωB97M-V/def2-TZVPD.

Geometry as XYZ:
```
13
Properties=species:S:1:pos:R:3:mulliken_charge:R:1
C -0.644 -0.447 0.849 -0.318
C -1.381 0.409 0.144 -0.215
N -1.402 -1.085 -0.199 -0.475
H -0.318 -0.764 1.828 0.350
H -2.175 1.095 0.407 0.356
H -2.198 -1.567 0.239 0.197
C 1.499 -0.502 -0.045 -1.016
C 1.555 0.847 -0.198 0.244
O 0.716 1.535 -0.944 -0.510
H 2.207 -0.992 0.618 0.335
H 0.942 -1.124 -0.739 0.362
H 2.245 1.456 0.391 0.321
H -0.234 1.111 -0.797 0.367
```

Relative energy (zero: lowest compared OMol25 entry of this formula, charge and spin) (kJ/mol): 566.3
E_tot (Ha): -286.4160
SMILES: C1=CN1.C=CO


(7)
Below is a molecular structure, C42H42MoN2P2S, with properties calculated with ωB97M-V/def2-TZVPD.

Geometry as XYZ:
```
90
Properties=species:S:1:pos:R:3:mulliken_spin:R:1
Mo -0.024 -0.796 0.867 2.179
C 2.631 0.757 -1.384 -0.042
N 1.844 1.920 -1.068 0.395
C 0.466 1.892 -1.476 -0.031
P -0.630 1.347 -0.027 -0.142
C -2.289 1.444 -0.767 0.057
C -3.367 1.574 0.113 0.001
C -4.660 1.673 -0.376 0.004
C -4.890 1.632 -1.748 0.004
C -3.824 1.484 -2.626 0.001
C -2.526 1.384 -2.140 -0.012
C -0.571 2.804 1.050 -0.013
C -1.179 4.008 0.682 0.008
C -1.159 5.085 1.550 -0.003
C -0.530 4.977 2.785 0.008
C 0.104 3.796 3.145 0.001
C 0.079 2.712 2.281 0.055
C 2.370 2.956 -0.321 0.116
C 1.947 4.282 -0.546 0.119
C 2.490 5.306 0.195 -0.032
C 3.450 5.039 1.171 0.178
C 3.879 3.728 1.391 -0.020
C 3.359 2.695 0.648 0.112
P 2.035 -0.853 -0.571 0.071
C 2.580 -2.083 -1.777 0.037
C 3.738 -1.895 -2.538 -0.005
C 4.148 -2.884 -3.417 0.003
C 3.416 -4.058 -3.537 -0.001
C 2.262 -4.242 -2.790 0.002
C 1.836 -3.255 -1.915 -0.006
C 3.157 -0.989 0.857 -0.045
C 2.563 -0.656 2.082 0.006
C 3.260 -0.749 3.272 0.024
C 4.583 -1.173 3.235 -0.001
C 5.186 -1.505 2.028 0.011
C 4.478 -1.419 0.835 -0.009
H 3.668 0.927 -1.107 0.012
H 2.575 0.582 -2.461 0.006
H 0.353 1.155 -2.271 -0.011
H 0.111 2.863 -1.823 0.019
H -3.180 1.630 1.180 0.001
H -5.487 1.818 0.309 0.000
H -5.896 1.740 -2.131 0.000
H -3.996 1.477 -3.694 0.000
H -1.713 1.275 -2.847 0.000
H -1.685 4.093 -0.273 0.000
H -1.642 6.012 1.271 0.000
H -0.544 5.813 3.473 0.000
H 0.602 3.717 4.102 0.001
H 0.558 1.785 2.571 -0.006
H 1.258 4.510 -1.348 -0.004
H 2.193 6.327 -0.003 0.004
H 3.882 5.850 1.742 -0.001
H 4.624 3.521 2.147 0.002
H 3.694 1.682 0.831 0.017
H 4.327 -0.990 -2.452 0.000
H 5.041 -2.735 -4.008 0.000
H 3.749 -4.830 -4.217 0.000
H 1.690 -5.155 -2.891 0.000
H 0.927 -3.391 -1.342 0.012
H 1.522 -0.280 2.081 0.010
H 2.793 -0.500 4.216 0.000
H 5.144 -1.252 4.156 0.000
H 6.212 -1.847 2.014 0.000
H 4.947 -1.702 -0.098 0.000
C -4.532 -1.664 0.769 0.000
N -4.606 -1.934 -0.691 0.006
C -5.555 -3.047 -0.973 0.000
C -3.239 -2.135 -1.318 -0.005
C -2.289 -2.962 -0.488 -0.001
C -2.409 -4.350 -0.394 -0.005
C -1.545 -5.104 0.392 0.058
C -0.512 -4.492 1.097 -0.032
C -0.394 -3.125 0.960 -0.159
C -1.240 -2.339 0.184 0.028
H -5.508 -1.344 1.129 -0.001
H -3.798 -0.886 0.961 0.007
H -4.238 -2.573 1.287 0.001
H -4.989 -1.097 -1.136 0.000
H -5.270 -3.927 -0.403 0.000
H -5.556 -3.283 -2.035 0.000
H -6.560 -2.753 -0.676 0.000
H -2.806 -1.146 -1.456 -0.005
H -3.394 -2.597 -2.293 0.002
H -3.181 -4.864 -0.954 0.003
H -1.668 -6.176 0.452 0.002
H 0.168 -5.073 1.705 0.001
H 0.442 -2.574 1.494 -0.082
S -2.051 -0.137 3.669 0.148
C -1.205 -0.455 2.429 -0.060
```

Spin multiplicity: 4
Relative energy (zero: lowest compared OMol25 entry of this formula, charge and spin) (kJ/mol): 0.0
E_tot (Ha): -2883.2673
Total charge: +3


(8)
Below is a single C6H13NO molecule, with properties calculated with ωB97M-V/def2-TZVPD.

Geometry as XYZ:
```
21
Properties=species:S:1:pos:R:3:mulliken_charge:R:1
C -1.949 -1.023 -1.393 -1.040
C -0.498 -0.513 -1.311 -0.501
N -0.172 0.008 0.032 0.281
C -0.903 1.185 0.471 -0.495
C -0.132 2.482 0.143 -1.045
C 0.998 -0.441 0.623 0.442
C 1.121 -1.943 0.749 -1.194
O 1.941 0.264 0.909 -0.567
H -2.714 -0.246 -1.442 0.295
H -2.285 -1.787 -2.081 0.340
H -2.019 -1.393 -0.339 0.266
H -0.394 0.424 -1.896 0.310
H 0.206 -1.278 -1.636 0.415
H -1.847 1.282 -0.071 0.201
H -1.097 1.092 1.542 0.382
H 0.227 2.506 -0.898 0.264
H -0.603 3.395 0.481 0.392
H 0.786 2.508 0.729 0.300
H 1.816 -2.429 0.067 0.310
H 0.197 -2.516 0.620 0.296
H 1.460 -2.208 1.754 0.347
```

Relative energy (zero: lowest compared OMol25 entry of this formula, charge and spin) (kJ/mol): 148.1
E_tot (Ha): -366.3775
SMILES: CCN(CC)C(C)=O